Below is C32H34F3N10OS4Ti as an isolated structure, with properties calculated with the ωB97M-V functional and the def2-TZVPD basis.

Output
Charge: +1
LUMO: -4.08 eV
F_max: 0.394 eV/A
Frontier orbital gap: 5.941 eV

Each line ends with the Mulliken charge.
Element x y z (Å)
Ti -0.23 -0.23 0.01  -0.094
F 1.50 2.89 -3.82  -0.243
C 1.37 1.83 -4.62  0.554
F 0.42 2.11 -5.53  -0.258
F 2.52 1.68 -5.29  -0.261
C 1.03 0.56 -3.88  0.123
C 1.03 -0.62 -4.60  -0.492
C 0.72 -1.83 -3.99  -1.215
C 0.42 -1.82 -2.65  -0.339
N 0.42 -0.68 -1.95  0.583
C 0.72 0.51 -2.51  1.108
S 0.55 1.77 -1.35  -0.446
H 1.27 -0.59 -5.65  0.469
H 0.72 -2.76 -4.55  0.478
H 0.17 -2.72 -2.10  0.380
N 0.15 -2.18 2.60  -0.134
N 0.75 -3.43 2.76  -0.635
C 1.49 -4.03 1.80  0.900
N 2.03 -5.21 2.18  -0.487
S 1.76 -3.45 0.26  -0.482
H 0.67 -1.47 3.10  0.281
H -0.79 -2.23 2.95  0.296
H 0.77 -3.83 3.69  0.204
H 1.92 -5.59 3.10  0.176
H 2.60 -5.70 1.51  0.206
C -6.60 -0.56 -1.27  -1.126
C -5.97 -0.05 0.02  -0.634
N -4.72 0.71 -0.22  0.538
C -4.79 2.17 -0.22  -0.712
C -5.07 2.76 -1.59  -1.266
C -3.59 0.06 -0.44  0.247
S -2.17 0.96 -0.88  -0.285
N -3.67 -1.29 -0.43  0.004
C -2.65 -2.05 -0.19  -0.620
O -1.48 -1.63 0.20  0.610
C -2.82 -3.51 -0.30  0.552
C -1.72 -4.34 -0.14  0.630
C -1.86 -5.72 -0.27  -0.912
C -3.11 -6.26 -0.55  -0.488
C -4.21 -5.43 -0.70  -0.744
C -4.07 -4.06 -0.58  -0.404
H -7.52 -1.09 -1.04  0.378
H -5.92 -1.24 -1.78  0.236
H -6.85 0.26 -1.95  0.320
H -5.75 -0.87 0.69  0.442
H -6.65 0.63 0.53  0.450
H -3.86 2.55 0.18  0.297
H -5.58 2.45 0.49  0.510
H -4.30 2.45 -2.30  0.291
H -5.07 3.85 -1.53  0.442
H -6.04 2.45 -1.97  0.323
H -0.74 -3.92 0.08  -0.406
H -1.00 -6.36 -0.16  0.454
H -3.22 -7.33 -0.65  0.409
H -5.19 -5.85 -0.91  0.435
H -4.92 -3.40 -0.70  0.437
S 2.10 -0.17 0.70  -0.828
C 1.91 1.30 1.64  0.246
N 2.90 2.09 2.03  -0.493
N 4.06 1.84 1.56  0.545
C 5.20 2.61 1.87  0.715
C 6.40 2.26 1.28  -0.472
C 7.54 2.99 1.55  -0.574
C 7.48 4.07 2.42  -0.515
C 6.27 4.42 3.01  -0.542
C 5.12 3.69 2.75  -0.324
N 0.72 1.68 2.13  -0.831
N -0.29 1.03 1.70  1.170
C -1.52 1.42 2.32  0.419
C -1.75 2.76 2.62  -0.532
C -2.93 3.12 3.25  -0.737
C -3.89 2.16 3.57  -0.644
C -3.65 0.83 3.25  -0.739
C -2.47 0.46 2.63  0.372
H 4.16 1.09 0.88  0.160
H 6.44 1.41 0.60  0.355
H 8.48 2.72 1.09  0.369
H 8.37 4.65 2.64  0.385
H 6.22 5.26 3.69  0.374
H 4.17 3.95 3.20  0.409
H -1.00 3.50 2.38  0.491
H -3.11 4.17 3.49  0.395
H -4.80 2.45 4.06  0.448
H -4.38 0.08 3.51  0.456
H -2.29 -0.57 2.38  -0.158

---

Below is one molecule with the formula C4H7NO3 in a non-equilibrium geometry, with properties calculated with the ωB97M-V functional and the def2-TZVPD basis.

Output
LUMO: 0.72 eV
Energy relative to the best compared isomer or geometry (same formula, charge and spin): 4.169 eV
SMILES string: OC[C@H]1CON=CO1
F_max: 3.056 eV/A
Frontier orbital gap: 10.397 eV

Each line ends with the natural charge from an NBO analysis.
Element x y z (Å)
O -2.36 -1.15 -0.05  -0.710
C -1.30 -0.62 0.75  -0.083
C -0.41 0.39 -0.08  0.033
C 0.72 0.74 0.86  -0.132
O 1.76 1.49 0.13  -0.380
N 2.27 0.65 -0.93  -0.186
C 1.43 -0.12 -1.47  0.321
O 0.10 -0.30 -1.29  -0.512
H -1.93 -1.34 -0.92  0.472
H -0.68 -1.40 1.17  0.172
H -1.91 -0.05 1.53  0.198
H -0.99 1.27 -0.45  0.207
H 0.36 1.46 1.62  0.219
H 1.09 -0.21 1.37  0.188
H 1.87 -0.80 -2.25  0.195

---

Below is one molecule with the formula C14H15ClN2O4S, with properties calculated with the ωB97M-V functional and the def2-TZVPD basis.

Output
LUMO: 0.47 eV
Energy relative to the best compared isomer or geometry (same formula, charge and spin): 1.447 eV
SMILES string: COc1cc(S(=O)(=O)NCc2ccccn2)c(OC)cc1Cl
F_max: 0.797 eV/A
Frontier orbital gap: 8.907 eV

Each line ends with the natural charge from an NBO analysis.
Element x y z (Å)
C 2.18 2.59 1.92  -0.254
O 2.83 1.59 1.17  -0.497
C 2.13 0.48 0.84  0.322
C 0.80 0.24 1.19  -0.285
C 0.17 -0.92 0.78  -0.303
S -1.54 -1.14 1.24  2.312
O -1.69 -2.31 2.05  -0.934
O -1.99 0.11 1.79  -0.943
N -2.40 -1.46 -0.15  -0.844
C -2.05 -0.77 -1.38  -0.262
C -1.72 0.67 -1.11  0.179
C -2.64 1.52 -0.50  -0.207
C -2.26 2.83 -0.24  -0.166
C -0.99 3.24 -0.60  -0.263
C -0.15 2.32 -1.21  0.024
N -0.51 1.07 -1.46  -0.433
C 0.82 -1.88 0.03  0.297
O 0.09 -2.97 -0.34  -0.503
C 0.75 -4.03 -1.00  -0.252
C 2.16 -1.66 -0.32  -0.305
C 2.78 -0.50 0.08  -0.058
Cl 4.42 -0.23 -0.36  0.035
H 1.31 2.98 1.40  0.180
H 2.92 3.38 2.05  0.204
H 1.87 2.21 2.90  0.181
H 0.21 0.94 1.76  0.262
H -2.43 -2.46 -0.27  0.413
H -2.92 -0.83 -2.05  0.216
H -1.19 -1.22 -1.89  0.210
H -3.62 1.16 -0.23  0.231
H -2.95 3.51 0.25  0.219
H -0.65 4.25 -0.41  0.220
H 0.85 2.58 -1.53  0.196
H 1.58 -4.42 -0.41  0.186
H 1.12 -3.72 -1.99  0.179
H 0.00 -4.81 -1.12  0.205
H 2.72 -2.37 -0.90  0.239

---

Below is a 2-piece molecular cluster, C3H2NO2S overall in a non-equilibrium geometry, with properties calculated with the ωB97M-V functional and the def2-TZVPD basis.

Output
Charge: -1
LUMO: 2.64 eV
Energy relative to the best compared isomer or geometry (same formula, charge and spin): 3.945 eV
F_max: 4.069 eV/A
Frontier orbital gap: 4.207 eV

Each line ends with the natural charge from an NBO analysis.
Element x y z (Å)
C 1.00 0.79 0.25  -0.518
C -2.71 0.07 -0.33  0.485
C 2.12 0.04 0.47  0.570
N 1.26 -0.28 -0.73  -0.724
O 3.17 -0.44 0.81  -0.704
O -2.73 1.24 -0.35  -0.445
S -3.01 -1.48 -0.59  -0.047
H 0.25 1.24 0.87  0.164
H 0.65 -1.18 -0.39  0.219

---

Below is one molecule with the formula C5H4O2, with properties calculated with the ωB97M-V functional and the def2-TZVPD basis.

Output
LUMO: -0.94 eV
Energy relative to the best compared isomer or geometry (same formula, charge and spin): 3.719 eV
F_max: 0.694 eV/A
Frontier orbital gap: 7.844 eV

Each line ends with the natural charge from an NBO analysis.
Element x y z (Å)
O 0.89 -0.58 2.16  -0.448
C 0.48 -0.33 1.06  0.467
C 0.98 -0.83 -0.28  -0.731
C 0.18 -0.24 -1.41  0.225
C -0.84 0.65 -0.77  -0.735
C -0.72 0.61 0.75  0.469
O -1.36 1.19 1.58  -0.449
H 2.04 -0.61 -0.44  0.299
H 0.94 -1.93 -0.38  0.300
H -1.85 0.39 -1.11  0.299
H -0.75 1.67 -1.16  0.304

---

Below is an isolated ion of composition C5H10ClN4O2S and charge +1 in a non-equilibrium geometry, with properties calculated with the ωB97M-V functional and the def2-TZVPD basis.

Output
Charge: +1
LUMO: -3.70 eV
Energy relative to the best compared isomer or geometry (same formula, charge and spin): 0.054 eV
SMILES string: CS(=O)(=O)/C(Cl)=C\N=C(\N)NC=[NH2+]
F_max: 6.078 eV/A
Frontier orbital gap: 8.662 eV

Each line ends with the natural charge from an NBO analysis.
Element x y z (Å)
C 2.61 -1.61 0.99  -0.819
S 1.05 -1.21 0.10  2.159
O 1.15 -0.10 -0.80  -0.972
O 0.38 -2.31 -0.51  -0.957
C -0.02 -0.65 1.45  -0.481
Cl -0.33 -1.94 2.57  0.040
C -0.40 0.60 1.82  0.024
N -0.21 1.76 1.15  -0.500
C -0.62 1.86 -0.13  0.618
N -0.35 2.95 -0.84  -0.756
N -1.45 0.91 -0.65  -0.607
C -1.19 0.09 -1.66  0.452
N -1.68 -1.12 -1.81  -0.708
H 3.28 -2.04 0.36  0.252
H 2.96 -0.47 1.25  0.261
H 2.49 -2.06 1.98  0.281
H -0.92 0.72 2.88  0.243
H 0.08 3.83 -0.47  0.459
H -0.74 2.93 -1.83  0.408
H -2.17 0.63 0.00  0.437
H -0.61 0.65 -2.45  0.244
H -1.23 -1.81 -2.49  0.475
H -2.07 -1.61 -0.92  0.447

---

Question: Among the records above, which one has the highest LUMO?
Answer: C3H2NO2S

---

Question: What is the formula in the fifth record?
Answer: C5H4O2

---

Question: Which of these has the highest F_max?
Answer: C5H10ClN4O2S

---

Question: Look up the frontier orbital gap of the sixth one.
Answer: 8.662 eV